Computed, not measured: 14 unconnected molecules or ions with the total composition C42H84O42 at a distorted geometry, with ωB97M-V/def2-TZVPD.

Each line ends with the Mulliken charge.
Atoms and positions in Å:
1 C -5.10 -7.85 4.69  -0.797
2 O -4.02 -6.99 4.41  -0.213
3 C -3.99 -6.44 3.20  0.718
4 O -4.68 -6.77 2.27  -0.593
5 O -3.08 -5.48 3.22  -0.074
6 C -2.84 -4.73 2.02  -0.251
7 H -5.42 -8.41 3.81  0.355
8 H -5.98 -7.28 5.02  0.290
9 H -4.80 -8.50 5.50  0.242
10 H -3.70 -4.09 1.81  0.393
11 H -2.64 -5.32 1.13  0.259
12 H -2.00 -4.09 2.24  -0.473
13 C 0.66 -4.43 2.78  0.671
14 O 0.17 -5.66 3.30  -0.160
15 C -0.13 -5.75 4.61  0.756
16 O 0.07 -4.90 5.42  -0.578
17 O -0.67 -6.93 4.89  -0.326
18 C -0.84 -7.88 3.86  -0.314
19 H -0.11 -3.67 2.64  -0.599
20 H 0.88 -4.73 1.76  -0.551
21 H 1.50 -3.99 3.32  0.571
22 H -1.44 -7.45 3.05  -0.080
23 H -1.47 -8.70 4.22  0.233
24 H 0.08 -8.31 3.46  0.305
25 C 3.28 9.12 -0.96  -0.642
26 O 4.15 8.01 -1.02  -0.370
27 C 3.76 6.93 -0.37  0.946
28 O 2.77 6.81 0.30  -0.553
29 O 4.71 6.01 -0.53  -0.442
30 C 4.56 4.76 0.15  -0.403
31 H 2.24 8.82 -1.00  0.250
32 H 3.54 9.84 -1.74  0.239
33 H 3.43 9.66 -0.02  0.309
34 H 5.58 4.39 0.25  0.386
35 H 4.06 4.02 -0.48  0.095
36 H 4.10 4.84 1.12  0.126
37 C 1.88 -4.09 -2.65  0.034
38 O 2.24 -4.47 -3.98  -0.383
39 C 2.89 -5.62 -4.10  0.787
40 O 3.06 -6.42 -3.23  -0.559
41 O 3.34 -5.71 -5.35  -0.357
42 C 3.65 -7.02 -5.83  -0.641
43 H 1.63 -3.03 -2.69  0.139
44 H 2.60 -4.27 -1.85  0.329
45 H 1.02 -4.70 -2.36  -0.318
46 H 3.08 -7.24 -6.73  0.248
47 H 3.50 -7.76 -5.05  0.348
48 H 4.70 -7.00 -6.14  0.230
49 C -0.48 1.96 3.02  0.321
50 O -1.03 2.31 4.29  -0.275
51 C -0.88 3.58 4.65  0.652
52 O -0.80 4.51 3.89  -0.675
53 O -0.84 3.65 5.97  -0.302
54 C -0.80 4.95 6.57  -0.729
55 H 0.60 2.06 3.07  -0.218
56 H -0.81 2.69 2.27  0.515
57 H -0.80 0.99 2.65  -0.435
58 H 0.04 4.91 7.25  0.265
59 H -1.73 5.12 7.10  0.262
60 H -0.59 5.73 5.85  0.348
61 C 0.97 -6.85 -0.15  -0.191
62 O 0.17 -7.39 -1.19  -0.407
63 C -0.95 -6.75 -1.47  0.720
64 O -1.34 -5.73 -0.95  -0.125
65 O -1.64 -7.43 -2.38  -0.407
66 C -2.93 -6.92 -2.69  -0.675
67 H 1.09 -5.78 -0.22  -0.194
68 H 1.95 -7.32 -0.20  0.344
69 H 0.55 -7.17 0.81  0.239
70 H -2.88 -5.94 -3.15  0.225
71 H -3.53 -6.83 -1.78  0.287
72 H -3.39 -7.65 -3.35  0.329
73 C -2.90 -1.24 5.64  -0.602
74 O -1.50 -1.11 5.77  -0.428
75 C -0.79 -1.28 4.67  1.100
76 O -1.23 -1.61 3.60  -0.328
77 O 0.47 -0.95 4.96  -0.463
78 C 1.42 -0.95 3.90  -0.392
79 H -3.38 -0.98 6.58  0.266
80 H -3.15 -2.27 5.36  0.206
81 H -3.30 -0.60 4.85  0.238
82 H 2.15 -0.18 4.14  0.163
83 H 0.98 -0.71 2.93  0.077
84 H 1.99 -1.88 3.86  0.327
85 C -2.94 0.02 0.69  0.299
86 O -3.52 1.30 0.52  -0.510
87 C -2.74 2.24 -0.03  0.415
88 O -1.62 2.05 -0.42  0.431
89 O -3.47 3.34 -0.09  -0.500
90 C -2.83 4.46 -0.70  -0.532
91 H -1.94 0.08 1.10  -0.480
92 H -2.96 -0.61 -0.20  0.075
93 H -3.54 -0.48 1.45  0.236
94 H -2.65 4.23 -1.75  0.162
95 H -1.87 4.70 -0.24  0.276
96 H -3.49 5.31 -0.62  0.301
97 C 1.58 8.02 -3.89  -0.778
98 O 1.29 6.95 -3.01  0.055
99 C 0.45 7.23 -2.00  0.293
100 O 0.08 8.34 -1.70  -0.626
101 O -0.02 6.16 -1.40  -0.654
102 C 0.38 4.81 -1.68  2.142
103 H 1.91 8.91 -3.35  0.270
104 H 0.72 8.25 -4.53  0.312
105 H 2.39 7.71 -4.55  0.236
106 H 0.66 4.62 -2.71  -0.006
107 H -0.53 4.27 -1.45  -1.100
108 H 1.25 4.60 -1.06  -0.122
109 C -2.16 -0.86 -3.50  -0.530
110 O -3.24 -1.71 -3.93  -0.373
111 C -3.88 -2.39 -3.01  0.765
112 O -3.57 -2.53 -1.85  -0.424
113 O -4.94 -2.96 -3.59  -0.418
114 C -5.78 -3.76 -2.76  -0.517
115 H -2.39 0.14 -3.85  0.278
116 H -1.22 -1.31 -3.81  0.246
117 H -2.12 -0.82 -2.41  0.280
118 H -5.40 -4.79 -2.75  0.156
119 H -6.74 -3.78 -3.26  0.240
120 H -5.84 -3.34 -1.76  0.280
121 C -0.64 2.10 -3.51  -0.190
122 O -1.90 2.55 -4.03  -0.198
123 C -2.04 3.82 -4.37  0.568
124 O -1.22 4.70 -4.29  -0.509
125 O -3.27 3.96 -4.86  -0.361
126 C -3.60 5.24 -5.38  -0.675
127 H -0.59 2.35 -2.46  -0.322
128 H 0.21 2.55 -4.03  0.324
129 H -0.57 1.04 -3.72  0.197
130 H -3.07 6.02 -4.84  0.276
131 H -4.66 5.43 -5.25  0.263
132 H -3.39 5.30 -6.45  0.276
133 C 5.29 1.65 4.18  -0.626
134 O 4.33 2.67 4.35  -0.385
135 C 3.67 3.01 3.23  0.967
136 O 3.70 2.38 2.21  -0.463
137 O 2.88 4.02 3.56  -0.404
138 C 1.94 4.53 2.63  0.151
139 H 5.94 1.81 3.32  0.277
140 H 4.84 0.67 3.99  0.187
141 H 5.92 1.54 5.07  0.289
142 H 1.74 3.82 1.82  -0.278
143 H 2.30 5.45 2.17  0.360
144 H 1.03 4.81 3.16  0.240
145 C 3.49 5.02 -3.85  -0.382
146 O 3.81 3.67 -4.17  -0.492
147 C 3.50 2.69 -3.35  0.475
148 O 2.79 2.78 -2.38  -0.140
149 O 4.00 1.57 -3.83  -0.475
150 C 3.84 0.40 -3.04  -0.256
151 H 4.13 5.65 -4.47  0.323
152 H 3.70 5.24 -2.81  0.171
153 H 2.48 5.22 -4.20  0.133
154 H 4.71 0.30 -2.39  0.384
155 H 3.86 -0.46 -3.70  0.260
156 H 2.91 0.37 -2.46  -0.134
157 C 1.57 1.54 0.16  2.626
158 O 1.41 0.17 0.54  -0.450
159 C 0.88 -0.64 -0.37  0.911
160 O 0.76 -0.37 -1.54  -0.432
161 O 0.58 -1.76 0.24  -0.453
162 C -0.36 -2.66 -0.33  1.890
163 H 2.60 1.72 -0.11  0.566
164 H 1.30 2.06 1.08  -1.855
165 H 0.89 1.93 -0.59  -0.672
166 H -0.85 -3.24 0.46  -0.762
167 H 0.06 -3.35 -1.05  -0.861
168 H -1.19 -2.12 -0.77  -0.129

## Properties
Energy   -130910.88127 eV
Relative energy (zero: lowest compared OMol25 entry of this formula, charge and spin)   25.72 kcal per mole
Net charge   0
Largest force on an atom   0.0317 Eh/bohr
Frontier orbital gap   11.1 eV
Multiplicity   1

***

Computed, not measured: a molecular structure, C42H87FO16Si2 at a distorted geometry, with ωB97M-V/def2-TZVPD.

Each line ends with the Mulliken charge.
Atoms and positions in Å:
1 C -1.08 -9.13 -0.91  -0.830
2 C -2.03 -8.59 0.27  -0.391
3 C -2.26 -7.00 0.08  -0.468
4 C -2.66 -6.37 1.51  -0.800
5 C -2.63 -4.77 1.55  -0.680
6 C -1.15 -4.14 1.61  -0.314
7 C -1.19 -2.97 2.74  -0.906
8 C 0.06 -1.97 2.67  -0.108
9 C -0.11 -0.83 1.55  -0.768
10 C 1.25 0.02 1.38  -0.154
11 C 1.25 1.38 2.28  -0.612
12 Si 3.10 1.95 2.47  -0.519
13 C 3.75 1.07 4.04  -0.675
14 C 3.16 -0.43 4.27  0.405
15 C 3.86 -0.97 5.63  -0.714
16 C 5.39 -1.36 5.43  -0.394
17 O 5.54 -2.53 4.56  -0.551
18 C 3.30 3.83 2.77  0.417
19 C 2.09 4.75 2.28  -0.688
20 C 1.52 5.58 3.56  -0.981
21 C 2.44 6.88 3.90  0.351
22 C 2.89 6.78 5.45  -0.645
23 C 3.83 7.98 5.94  -0.727
24 O 5.10 8.08 5.22  -0.337
25 C 5.87 6.89 5.48  0.520
26 C 5.93 5.85 4.25  -0.339
27 O 6.42 6.66 6.57  -0.550
28 O 3.87 1.56 0.98  0.048
29 Si 5.15 0.41 1.10  0.463
30 C 5.56 -0.46 -0.59  -0.060
31 F 6.94 -0.94 -0.46  -0.368
32 C 5.37 0.48 -1.86  -0.326
33 C 4.02 -0.02 -2.62  -0.874
34 H -1.67 -9.46 -1.83  0.180
35 H -0.41 -8.27 -1.23  0.226
36 H -0.40 -9.99 -0.59  0.303
37 H -1.62 -8.78 1.32  0.317
38 H -3.02 -9.18 0.20  0.269
39 H -3.13 -6.89 -0.65  0.218
40 H -1.31 -6.53 -0.32  0.304
41 H -3.76 -6.68 1.69  0.315
42 H -2.04 -6.86 2.35  0.343
43 H -3.16 -4.44 2.52  0.377
44 H -3.24 -4.32 0.68  0.252
45 H -0.95 -3.60 0.62  0.173
46 H -0.36 -4.93 1.83  0.314
47 H -1.20 -3.52 3.76  0.288
48 H -2.21 -2.45 2.66  0.356
49 H 0.11 -1.42 3.68  0.159
50 H 1.02 -2.57 2.58  0.206
51 H -0.25 -1.40 0.55  0.323
52 H -1.03 -0.18 1.70  0.260
53 H 2.15 -0.64 1.57  -0.136
54 H 1.29 0.33 0.27  0.332
55 H 0.61 2.12 1.70  0.507
56 H 0.77 1.21 3.31  0.322
57 H 4.90 1.11 4.17  0.203
58 H 3.34 1.68 4.93  0.464
59 H 3.30 -1.12 3.39  0.061
60 H 2.02 -0.30 4.40  -0.041
61 H 3.80 -0.12 6.40  0.315
62 H 3.29 -1.90 5.98  0.328
63 H 5.87 -1.57 6.45  0.314
64 H 6.03 -0.53 4.96  0.197
65 H 5.54 -2.14 3.66  0.323
66 H 4.29 4.25 2.36  0.391
67 H 3.37 3.97 3.91  -0.565
68 H 2.44 5.55 1.54  0.337
69 H 1.21 4.21 1.80  0.221
70 H 0.44 5.92 3.42  0.416
71 H 1.51 4.92 4.51  0.383
72 H 3.34 6.88 3.18  -0.253
73 H 1.85 7.85 3.80  0.409
74 H 1.96 6.77 6.13  0.402
75 H 3.37 5.74 5.57  0.173
76 H 3.26 8.98 5.85  0.350
77 H 4.11 7.87 7.05  0.338
78 H 6.97 5.39 4.14  0.430
79 H 5.56 6.30 3.28  0.179
80 H 5.22 4.99 4.54  -0.136
81 H 4.95 -0.66 2.07  -0.227
82 H 6.39 1.12 1.48  -0.230
83 H 4.93 -1.42 -0.65  0.311
84 H 5.33 1.59 -1.60  0.221
85 H 6.26 0.33 -2.58  0.327
86 H 3.37 -0.60 -1.87  0.173
87 H 4.25 -0.73 -3.49  0.303
88 H 3.43 0.91 -2.92  0.260
89 C -3.31 -10.65 -7.30  -1.198
90 C -3.45 -9.19 -6.90  0.104
91 O -2.52 -8.85 -5.86  -0.305
92 C -1.25 -8.65 -6.26  0.702
93 O -0.85 -8.72 -7.40  -0.563
94 O -0.51 -8.38 -5.18  -0.247
95 C 0.89 -8.24 -5.45  -0.686
96 H -3.39 -11.30 -6.42  0.294
97 H -4.08 -10.92 -8.02  0.357
98 H -2.33 -10.84 -7.75  0.367
99 H -4.45 -9.02 -6.49  0.027
100 H -3.33 -8.52 -7.75  0.334
101 H 1.06 -7.51 -6.24  0.303
102 H 1.31 -9.21 -5.72  0.312
103 H 1.37 -7.89 -4.54  0.205
104 C 1.13 8.60 -2.16  -1.072
105 C 1.11 10.09 -1.91  -0.355
106 O 1.20 10.39 -0.51  -0.384
107 C 2.42 10.28 0.03  0.777
108 O 3.43 9.98 -0.55  -0.554
109 O 2.32 10.55 1.34  -0.337
110 C 3.54 10.38 2.06  -0.553
111 H 0.36 8.10 -1.58  0.277
112 H 0.97 8.38 -3.22  0.377
113 H 2.09 8.16 -1.86  0.337
114 H 0.16 10.51 -2.26  0.303
115 H 1.91 10.60 -2.46  0.463
116 H 4.36 10.94 1.61  0.373
117 H 3.80 9.32 2.12  0.190
118 H 3.39 10.75 3.08  0.201
119 C -10.26 -10.84 -7.95  -1.107
120 C -9.55 -11.71 -6.93  -0.172
121 O -8.28 -11.15 -6.58  -0.349
122 C -8.31 -10.12 -5.73  0.702
123 O -9.30 -9.63 -5.23  -0.557
124 O -7.05 -9.69 -5.54  -0.256
125 C -6.95 -8.53 -4.72  -0.703
126 H -9.62 -10.67 -8.82  0.291
127 H -11.19 -11.32 -8.28  0.360
128 H -10.51 -9.86 -7.54  0.313
129 H -9.36 -12.69 -7.36  0.296
130 H -10.17 -11.86 -6.03  0.310
131 H -7.47 -8.66 -3.77  0.346
132 H -7.35 -7.66 -5.26  0.338
133 H -5.90 -8.35 -4.51  0.177
134 C -6.31 9.92 -1.41  -1.103
135 C -5.73 8.52 -1.30  -0.148
136 O -4.31 8.54 -1.47  -0.363
137 C -3.60 8.95 -0.40  0.690
138 O -4.06 9.29 0.66  -0.556
139 O -2.30 8.95 -0.74  -0.294
140 C -1.44 9.46 0.28  -0.570
141 H -6.00 10.40 -2.34  0.289
142 H -7.40 9.89 -1.37  0.353
143 H -5.96 10.56 -0.59  0.314
144 H -6.13 7.90 -2.10  0.287
145 H -6.00 8.05 -0.35  0.309
146 H -1.60 8.95 1.23  0.374
147 H -1.59 10.54 0.39  0.290
148 H -0.41 9.29 -0.03  0.075

## Properties
Energy   -96195.97570 eV
Relative energy (zero: lowest compared OMol25 entry of this formula, charge and spin)   143.78 kcal per mole
Net charge   0
Largest force on an atom   0.0866 Eh/bohr
Frontier orbital gap   10.5 eV
Multiplicity   1

***

Computed, not measured: a molecular structure, C42H90ClFNbO16 at a distorted geometry, with ωB97M-V/def2-TZVPD.

Each line ends with the Mulliken charge.
Atoms and positions in Å:
1 C -0.39 0.39 0.64  -1.151
2 C -1.05 0.74 -0.71  1.351
3 C -2.37 1.49 -0.43  -1.240
4 Nb -1.93 3.61 0.38  -1.052
5 Cl -2.87 4.72 -1.61  -0.369
6 C -3.96 3.74 1.41  -0.592
7 C -5.05 2.88 0.74  0.290
8 F -5.21 1.68 1.45  -0.360
9 O -1.21 -0.53 -1.37  -0.372
10 C -2.01 -0.47 -2.54  -1.059
11 C -1.71 0.68 -3.48  0.319
12 C -2.77 1.34 -4.04  -0.060
13 C -2.60 2.42 -4.87  -0.688
14 C -1.32 2.81 -5.15  -0.185
15 C -0.23 2.15 -4.65  -0.832
16 C -0.45 1.09 -3.82  0.113
17 H -1.17 0.17 1.38  0.164
18 H 0.29 1.16 0.98  0.174
19 H 0.16 -0.54 0.49  0.088
20 H -0.33 1.39 -1.21  0.056
21 H -2.93 1.70 -1.35  0.276
22 H -3.00 0.92 0.26  0.438
23 H -1.57 5.29 1.06  -0.010
24 H -0.29 3.66 -0.45  0.356
25 H -1.22 2.86 1.85  0.290
26 H -3.82 3.44 2.46  0.027
27 H -4.29 4.78 1.38  0.510
28 H -4.88 2.71 -0.32  -0.315
29 H -6.01 3.41 0.83  0.353
30 H -3.07 -0.52 -2.30  0.302
31 H -1.79 -1.40 -3.09  0.437
32 H -3.78 1.01 -3.79  0.296
33 H -3.48 2.92 -5.25  0.347
34 H -1.15 3.68 -5.79  0.327
35 H 0.77 2.49 -4.89  0.400
36 H 0.41 0.57 -3.39  0.339
37 C 5.77 3.97 -2.58  -0.784
38 O 5.33 4.12 -1.25  -0.303
39 C 4.07 4.77 -1.10  -0.616
40 C 3.02 3.95 -0.37  -0.176
41 O 2.66 2.69 -0.90  -0.295
42 C 3.64 1.67 -0.99  -0.243
43 C 4.27 1.17 0.31  -0.445
44 O 4.97 2.16 1.05  -0.342
45 C 4.51 2.38 2.37  -0.771
46 H 6.56 4.71 -2.80  0.246
47 H 6.21 2.98 -2.69  0.243
48 H 4.96 4.08 -3.31  0.361
49 H 3.68 5.10 -2.06  0.382
50 H 4.26 5.67 -0.49  0.350
51 H 2.10 4.55 -0.39  0.383
52 H 3.25 3.85 0.69  0.025
53 H 4.40 1.94 -1.72  0.027
54 H 3.11 0.81 -1.42  0.471
55 H 5.00 0.40 0.03  0.347
56 H 3.50 0.69 0.92  0.284
57 H 3.50 1.98 2.53  0.336
58 H 4.48 3.45 2.55  0.259
59 H 5.20 1.93 3.08  0.245
60 C -6.12 4.99 -2.67  -0.442
61 O -7.06 4.75 -3.71  -0.363
62 C -7.04 3.44 -4.24  -0.040
63 C -8.38 2.70 -4.14  -0.381
64 O -8.94 2.53 -2.85  -0.481
65 C -9.32 3.66 -2.09  -0.079
66 C -10.40 4.58 -2.64  -0.503
67 O -10.08 5.18 -3.89  -0.292
68 C -10.97 4.92 -4.95  -0.804
69 H -5.28 5.56 -3.06  0.308
70 H -6.61 5.59 -1.90  0.290
71 H -5.75 4.07 -2.21  0.046
72 H -6.26 2.83 -3.78  0.006
73 H -6.81 3.52 -5.31  0.353
74 H -8.19 1.69 -4.51  0.434
75 H -9.11 3.13 -4.82  0.076
76 H -8.43 4.23 -1.79  -0.082
77 H -9.72 3.25 -1.15  0.435
78 H -10.54 5.39 -1.92  0.349
79 H -11.35 4.04 -2.70  0.352
80 H -11.61 4.05 -4.75  0.387
81 H -10.39 4.71 -5.85  0.235
82 H -11.59 5.79 -5.14  0.247
83 C 5.38 -3.76 2.11  -0.830
84 O 4.40 -3.99 1.11  -0.197
85 C 4.29 -5.32 0.66  -0.254
86 C 2.90 -5.93 0.84  -0.242
87 O 2.35 -5.98 2.15  -0.490
88 C 2.10 -4.77 2.85  -0.302
89 C 1.09 -3.80 2.26  -0.442
90 O 1.44 -3.31 0.98  -0.221
91 C 0.50 -3.56 -0.05  -0.645
92 H 6.26 -3.28 1.66  0.254
93 H 4.96 -3.07 2.85  0.222
94 H 5.68 -4.68 2.62  0.389
95 H 5.03 -5.97 1.14  0.257
96 H 4.50 -5.32 -0.41  0.250
97 H 2.98 -6.97 0.53  0.405
98 H 2.18 -5.48 0.15  -0.008
99 H 3.03 -4.27 3.10  0.024
100 H 1.68 -5.09 3.81  0.441
101 H 1.04 -2.94 2.93  0.345
102 H 0.09 -4.26 2.25  0.370
103 H -0.21 -4.35 0.20  0.410
104 H 1.05 -3.87 -0.95  0.207
105 H -0.04 -2.64 -0.30  0.096
106 C -3.94 4.22 7.22  -0.763
107 O -2.67 3.60 7.26  -0.315
108 C -2.36 2.79 6.14  -0.464
109 C -1.10 3.20 5.39  -0.214
110 O -1.03 4.52 4.87  -0.358
111 C -1.08 5.63 5.74  -0.325
112 C 0.03 5.78 6.77  -0.468
113 O 0.12 4.72 7.70  -0.302
114 C 1.36 4.04 7.74  -0.788
115 H -4.63 3.70 7.89  0.249
116 H -3.83 5.25 7.59  0.235
117 H -4.35 4.27 6.21  0.356
118 H -3.20 2.75 5.44  0.317
119 H -2.19 1.78 6.52  0.343
120 H -1.04 2.55 4.52  0.382
121 H -0.20 2.98 5.97  0.016
122 H -2.06 5.71 6.20  0.077
123 H -1.00 6.50 5.08  0.428
124 H -0.19 6.69 7.34  0.347
125 H 0.98 5.95 6.26  0.349
126 H 1.97 4.23 6.85  0.372
127 H 1.17 2.97 7.80  0.242
128 H 1.92 4.33 8.64  0.245
129 C 8.59 -10.92 -0.91  -0.795
130 O 7.23 -11.11 -1.26  -0.291
131 C 6.29 -10.75 -0.27  -0.564
132 C 5.28 -9.69 -0.71  -0.167
133 O 5.78 -8.44 -1.15  -0.374
134 C 6.60 -8.37 -2.30  -0.276
135 C 6.03 -8.84 -3.62  -0.496
136 O 5.63 -10.20 -3.65  -0.302
137 C 4.27 -10.44 -3.96  -0.804
138 H 9.04 -11.88 -0.66  0.250
139 H 9.11 -10.50 -1.77  0.240
140 H 8.71 -10.23 -0.07  0.374
141 H 6.78 -10.42 0.65  0.374
142 H 5.71 -11.65 -0.03  0.350
143 H 4.68 -9.46 0.18  0.379
144 H 4.57 -10.09 -1.43  0.042
145 H 7.57 -8.85 -2.10  0.029
146 H 6.83 -7.31 -2.42  0.446
147 H 6.81 -8.72 -4.38  0.360
148 H 5.20 -8.18 -3.92  0.350
149 H 3.65 -9.54 -3.84  0.379
150 H 3.89 -11.20 -3.28  0.252
151 H 4.18 -10.82 -4.98  0.246

## Properties
Energy   -94549.79703 eV
Relative energy (zero: lowest compared OMol25 entry of this formula, charge and spin)   0.00 kcal per mole
Net charge   -1
Largest force on an atom   0.0588 Eh/bohr
Frontier orbital gap   6.8 eV
Multiplicity   1

***

Values for HOMO level, eV, ordered as above
-10.63 -10.07 -4.92